Entry 1:
A 2-piece molecular cluster, CH3Cl2OP overall in a non-equilibrium geometry. Source: the OMol25 dataset; level of theory: ωB97M-V/def2-TZVPD.

Calculated values
⟨S²⟩	2.004
gap between HOMO and LUMO (alpha / beta)	7.08 / 8.05	eV
HOMO (alpha / beta)	-6.630 / -10.615	eV
ΔE to the lowest compared entry with this formula, charge and spin	417.0	kJ/mol
LUMO (alpha / beta)	0.45 / -2.56	eV

ORCA input file:
```
! wB97M-V def2-TZVPD RIJCOSX def2/J DEFGRID3
* xyz 0 3
C 0.7165 0.5400 0.1813
O 0.6007 -0.7591 0.1861
P -0.8377 -1.6277 -0.0357
Cl 2.1375 1.1593 0.9785
Cl 0.4557 1.3117 -1.3286
H -0.5351 1.2643 1.1596
H -0.9285 -1.3462 -1.5425
H -1.6090 -0.5423 0.4013
*
```

Löwdin population analysis, charges in e, atoms 1 to 4: -1.450 -0.595 0.863 0.617

Entry 2:
C4H9NO as an isolated structure in a non-equilibrium geometry. Source: the OMol25 dataset; level of theory: ωB97M-V/def2-TZVPD.

Calculated values
gap between HOMO and LUMO	9.91	eV
HOMO	-9.121	eV
ΔE to the lowest compared entry with this formula, charge and spin	735.3	kJ/mol
LUMO	0.79	eV

ORCA input file:
```
! wB97M-V def2-TZVPD RIJCOSX def2/J DEFGRID3
* xyz 0 1
C 2.2771 -0.0917 -0.0012
C -0.0622 1.0314 0.1122
C -1.0767 0.0384 0.5397
C 0.0169 -0.9254 0.0977
H 2.8538 1.0998 0.1068
H 3.0043 -0.4854 -0.9467
H 2.1981 -0.6298 1.2586
H 0.6721 1.4543 0.9438
H -0.6774 1.7841 -0.8058
H -1.6183 0.3178 1.6206
H -1.6911 0.4983 -1.0396
H 0.6881 -1.4559 0.8654
H -0.4414 -1.6670 -0.5892
N 0.7808 0.0415 -0.5172
O -2.1731 -0.1904 -0.2855
*
```

Löwdin population analysis, charges in e, atoms 1 to 4: -0.105 -0.184 -0.443 -0.254

Entry 3:
A 2-piece molecular cluster, C2H8N2O overall in a non-equilibrium geometry. Source: the OMol25 dataset; level of theory: ωB97M-V/def2-TZVPD.

Calculated values
SMILES	C=O.NCN
gap between HOMO and LUMO	9.96	eV
HOMO	-9.124	eV
ΔE to the lowest compared entry with this formula, charge and spin	277.8	kJ/mol
LUMO	0.83	eV

ORCA input file:
```
! wB97M-V def2-TZVPD RIJCOSX def2/J DEFGRID3
* xyz 0 1
O 1.5392 1.3235 -3.1128
C 1.2786 0.2254 -2.6522
H 2.1227 -0.3938 -2.8184
H 0.2555 0.1397 -2.1728
N 0.4499 -0.5665 1.9502
C -0.6372 -0.5243 0.9435
N -1.2048 0.7466 0.7775
H 0.5871 0.4072 2.1879
H 0.2646 -1.1495 2.7214
H -0.2787 -1.0468 -0.0067
H -1.4064 -1.2383 1.3292
H -0.7182 1.3515 0.0712
H -2.2522 0.7253 0.7822
*
```

Löwdin population analysis, charges in e, atoms 1 to 4: -0.043 -0.113 0.068 0.086

Entry 4:
A 2-piece molecular cluster, C5H17N2O overall in a non-equilibrium geometry. Source: the OMol25 dataset; level of theory: ωB97M-V/def2-TZVPD.

Calculated values
gap between HOMO and LUMO	11.12	eV
HOMO	-13.861	eV
ΔE to the lowest compared entry with this formula, charge and spin	77.8	kJ/mol
LUMO	-2.74	eV

ORCA input file:
```
! wB97M-V def2-TZVPD RIJCOSX def2/J DEFGRID3
* xyz 1 1
C 0.8344 -1.3249 -1.2493
C 1.2259 -0.6973 0.0946
C 1.7830 0.7127 -0.0828
C 0.6057 1.6959 0.0685
C -0.4449 1.4912 -1.0125
N -1.5378 0.5950 -0.5370
N -0.5474 -1.8376 -1.2633
H 1.5330 -2.1012 -1.5687
H 0.9857 -0.5823 -2.0186
H 1.8418 -1.3043 0.7042
H 0.3014 -0.6174 0.6424
H 2.4874 1.0111 0.6905
H 2.3351 0.8135 -1.0098
H 0.9598 2.7284 0.1166
H 0.2499 1.5569 1.0818
H -0.8690 2.4413 -1.2388
H -0.0035 1.0501 -1.8981
H -2.4096 1.1060 -0.4998
H -1.3643 0.3465 0.4293
H -0.6024 -2.6521 -0.6571
H -0.7272 -2.1886 -2.1990
H -1.5684 -0.2515 -1.1041
H -0.3440 -0.6108 3.6560
H -1.8969 -0.2298 3.8767
O -1.1415 -0.2253 3.2862
*
```

Löwdin population analysis, charges in e, atoms 1 to 4: -0.250 -0.174 -0.180 -0.173

Entry 5:
The molecule C4H5BrO in a non-equilibrium geometry. Source: the OMol25 dataset; level of theory: ωB97M-V/def2-TZVPD.

Calculated values
gap between HOMO and LUMO (alpha / beta)	8.66 / 7.17	eV
HOMO (alpha / beta)	-8.396 / -7.764	eV
ΔE to the lowest compared entry with this formula, charge and spin	399.6	kJ/mol
LUMO (alpha / beta)	0.26 / -0.60	eV

ORCA input file:
```
! wB97M-V def2-TZVPD RIJCOSX def2/J DEFGRID3
* xyz 0 1
C 0.9123 -1.2644 -0.0619
C 2.2034 -1.2502 0.1498
C -0.7385 0.2272 0.4199
C -1.7743 0.8842 -0.3484
O 0.0264 -0.3894 -0.4262
Br 2.9931 0.5128 0.0570
H 2.9430 -2.0092 0.3198
H -0.5597 0.2473 1.5321
H -2.7000 0.8349 0.2726
H -1.7878 0.2311 -1.2626
H -1.5180 1.9755 -0.6519
*
```

Löwdin population analysis, charges in e, atoms 1 to 4: -0.231 -0.529 -0.193 -0.077

Entry 6:
A 8-piece molecular cluster, C56H57IN2O19P overall in a non-equilibrium geometry. Source: the OMol25 dataset; level of theory: ωB97M-V/def2-TZVPD.

Calculated values
gap between HOMO and LUMO	7.31	eV
HOMO	-11.463	eV
LUMO	-4.16	eV

ORCA input file:
```
! wB97M-V def2-TZVPD RIJCOSX def2/J DEFGRID3
* xyz 1 1
C 4.7587 -1.3612 0.0642
C 4.2672 -1.8621 -1.4262
C 2.8041 -1.2405 -1.8941
N 1.8682 -2.1940 -2.5481
N 1.2757 -3.1456 -1.7788
C 2.0377 -4.4644 -2.0421
C 2.8779 -4.4679 -3.4473
P 3.6772 -6.2083 -3.8102
O 4.6991 -6.4703 -2.6011
O 2.3777 -7.3808 -3.8802
C 2.7565 -8.6209 -3.1469
C 2.3052 -8.3647 -1.5739
O 4.4473 -6.2132 -5.3769
C 5.1142 -4.9268 -5.6694
C 6.3123 -4.5238 -4.6220
C 1.2638 -2.9664 -0.2911
C 0.3298 -4.0195 0.5566
O -0.8298 -3.5337 1.0778
I 0.7803 -6.1156 0.9902
C -0.1031 -3.4162 -2.4040
C -1.1735 -2.0866 -1.8924
C -2.7344 -2.6108 -1.3394
O -2.4445 -1.8661 -2.7770
H 5.3080 -0.3174 -0.0565
H 5.6174 -2.1237 0.3904
H 3.9234 -1.3674 0.8828
H 4.3236 -3.0270 -1.4247
H 5.1156 -1.4949 -2.1819
H 2.3273 -0.5403 -1.0513
H 3.1031 -0.4524 -2.7454
H 1.2415 -1.7148 -3.2288
H 2.8351 -4.6643 -1.1766
H 1.3268 -5.4038 -2.0281
H 3.8115 -3.7232 -3.4575
H 2.1347 -4.1545 -4.2986
H 2.1552 -9.5306 -3.5727
H 3.8955 -8.8803 -3.2258
H 2.7920 -9.1433 -0.8299
H 1.1429 -8.4885 -1.5007
H 2.5678 -7.2615 -1.2846
H 5.6376 -5.0702 -6.7326
H 4.3395 -4.0387 -5.8376
H 5.9709 -3.9108 -3.6858
H 7.1908 -3.8950 -5.1263
H 6.7869 -5.5400 -4.2407
H 0.8887 -1.8781 0.0269
H 2.3493 -3.0489 0.2006
H -0.6061 -4.4014 -2.0341
H -0.0988 -3.3989 -3.5727
H -0.6481 -1.1096 -1.3063
H -3.0868 -3.6995 -1.6706
H -3.4317 -1.8450 -0.7887
C 1.4838 4.0057 -0.0425
C 2.0097 2.7913 0.1443
C 3.2329 2.3686 -0.5660
O 3.7138 1.2565 -0.3971
C 3.8528 3.3400 -1.4890
C 3.3269 4.5544 -1.6758
C 2.1038 4.9771 -0.9655
O 1.6229 6.0892 -1.1343
H 0.5868 4.3313 0.4700
H 1.5672 2.0677 0.8185
H 4.7498 3.0144 -2.0015
H 3.7694 5.2780 -2.3499
C -0.4808 0.3234 2.4985
C -1.7671 0.0268 2.7076
C -2.6127 0.8605 3.5847
O -3.7896 0.5886 3.7783
C -1.9825 2.0348 4.2201
C -0.6962 2.3314 4.0109
C 0.1494 1.4977 3.1338
O 1.3263 1.7696 2.9402
H 0.1535 -0.2779 1.8587
H -2.2442 -0.8306 2.2483
H -2.6169 2.6361 4.8598
H -0.2191 3.1888 4.4702
C -0.3068 -2.6558 4.8994
C -0.3380 -3.8694 5.4586
C 0.1778 -4.0977 6.8228
O 0.1515 -5.2085 7.3346
C 0.7275 -2.9334 7.5453
C 0.7587 -1.7199 6.9861
C 0.2430 -1.4916 5.6219
O 0.2693 -0.3808 5.1101
H -0.6802 -2.4713 3.8996
H -0.7387 -4.7333 4.9419
H 1.1010 -3.1180 8.5452
H 1.1594 -0.8560 7.5028
C -4.7715 5.8626 4.6709
C -6.0370 6.2666 4.5240
C -7.1487 5.5611 5.1915
O -8.3075 5.9290 5.0560
C -6.8078 4.3936 6.0284
C -5.5423 3.9896 6.1753
C -4.4305 4.6951 5.5078
O -3.2717 4.3272 5.6432
H -3.9444 6.3684 4.1877
H -6.3032 7.1216 3.9141
H -7.6348 3.8878 6.5116
H -5.2760 3.1346 6.7851
C -5.1247 -1.9870 -7.9432
C -5.1558 -3.2005 -7.3840
C -4.6401 -3.4289 -6.0198
O -4.6664 -4.5397 -5.5080
C -4.0904 -2.2646 -5.2973
C -4.0592 -1.0511 -5.8565
C -4.5749 -0.8227 -7.2207
O -4.5486 0.2881 -7.7325
H -5.4981 -1.8024 -8.9431
H -5.5565 -4.0644 -7.9007
H -3.7169 -2.4491 -4.2974
H -3.6585 -0.1872 -5.3398
C 3.1219 7.9566 1.0527
C 3.7424 8.7823 0.2045
C 4.7584 9.7437 0.6765
O 5.3253 10.5013 -0.0989
C 5.0630 9.7561 2.1211
C 4.4426 8.9304 2.9693
C 3.4266 7.9690 2.4973
O 2.8597 7.2114 3.2726
H 2.3739 7.2459 0.7231
H 3.5306 8.7849 -0.8580
H 5.8111 10.4667 2.4507
H 4.6544 8.9278 4.0318
C -5.9580 5.1609 0.2218
C -6.7465 4.3113 -0.4437
C -6.6534 2.8534 -0.2314
O -7.3733 2.0750 -0.8415
C -5.6570 2.3711 0.7455
C -4.8685 3.2207 1.4110
C -4.9616 4.6786 1.1987
O -4.2417 5.4570 1.8089
H -6.0129 6.2330 0.0774
H -7.4828 4.6495 -1.1630
H -5.6021 1.2991 0.8900
H -4.1322 2.8826 2.1303
*
```

Löwdin population analysis, charges in e, atoms 1 to 4: -0.140 -0.215 -0.168 -0.058